Record 1
ORCA calculation (ωB97M-V with the def2-TZVPD basis set) on a molecular structure, C14H21F3NO4Re.

Values from the calculation:
HOMO energy (alpha / beta) ... -19.9 / -19.9 eV
E ... -34790.0123 eV
Net charge ... +3
2S+1 ... 2
ΔE to the lowest compared entry with this formula, charge and spin ... 1.0 kcal/mol
Gap between HOMO and LUMO (alpha / beta) ... 0.2942 / 0.2743 hartree

Geometry as XYZ:
```
44
Properties=species:S:1:pos:R:3:forces:R:3
Re 0.273 -0.572 -0.104 -0.4 0.6 -0.4
C 0.541 1.788 1.921 0.0 0.1 0.0
C 0.078 0.559 2.652 0.0 -0.1 0.0
O -0.670 -0.270 1.671 0.0 -0.1 -0.1
C -2.143 -0.083 1.693 0.0 0.0 0.0
C -2.659 -0.448 0.318 0.0 0.0 0.0
O -1.651 0.084 -0.587 0.0 -0.1 -0.1
C -2.034 0.456 -1.955 0.0 0.0 0.0
C -0.708 0.593 -2.705 0.0 0.0 0.0
O 0.362 0.779 -1.711 0.1 -0.1 0.4
C 0.651 2.194 -1.392 0.0 0.0 0.1
C 1.669 2.176 -0.281 0.0 0.0 -0.1
O 1.175 1.256 0.731 0.1 -0.2 -0.1
H 1.267 2.346 2.514 0.0 0.0 0.0
H -0.283 2.446 1.634 0.0 0.0 0.0
H -0.572 0.760 3.502 0.0 0.0 0.0
H 0.918 -0.058 2.965 0.0 0.0 0.0
H -2.322 0.966 1.923 0.0 0.0 0.0
H -2.547 -0.720 2.478 0.0 0.0 0.0
H -3.616 0.035 0.120 0.0 0.0 0.0
H -2.746 -1.522 0.150 0.0 0.0 0.0
H -2.600 1.384 -1.881 0.0 0.0 0.0
H -2.653 -0.335 -2.376 0.0 0.1 0.0
H -0.697 1.451 -3.374 0.0 0.0 0.0
H -0.445 -0.299 -3.267 0.0 0.0 0.1
H -0.289 2.666 -1.097 0.0 0.0 0.0
H 1.039 2.660 -2.296 0.0 0.0 0.0
H 1.834 3.165 0.145 -0.1 0.0 0.0
H 2.623 1.771 -0.617 0.0 0.0 0.0
F 0.195 -3.522 -0.747 -0.1 0.1 -0.1
C -0.124 -2.322 -1.127 0.0 -0.2 0.1
F -1.052 -2.374 -2.053 0.1 0.0 0.0
F 1.100 -1.725 -1.772 0.0 0.0 0.1
C 3.601 -3.290 2.148 0.0 0.0 0.0
C 3.967 -2.361 1.182 0.0 0.0 0.0
C 2.987 -1.611 0.572 0.0 0.0 0.0
N 1.679 -1.740 0.899 0.3 0.0 0.0
C 1.322 -2.658 1.830 0.0 0.0 0.1
C 2.256 -3.436 2.472 0.0 0.0 0.0
H 4.351 -3.903 2.632 0.0 0.0 0.0
H 4.999 -2.225 0.890 0.0 0.0 0.0
H 3.232 -0.901 -0.208 0.0 0.0 0.0
H 0.266 -2.764 2.040 0.0 0.0 0.0
H 1.929 -4.159 3.207 0.0 0.0 0.0
```
Positions in Å, forces in eV/Å.

Listed below, in e, are the Löwdin charges computed for each atom: Re 1.84; C -0.08; C -0.05; O -0.31; C -0.03; C -0.06; O -0.31; C -0.04; C -0.05; O -0.28; C -0.05; C -0.07; O -0.28; H 0.17; H 0.15; H 0.17; H 0.14; H 0.15; H 0.17; H 0.17; H 0.15; H 0.16; H 0.16; H 0.16; H 0.14; H 0.15; H 0.17; H 0.17; H 0.15; F 0.19; C -0.55; F 0.17; F -0.05; C 0.04; C 0.02; C -0.07; N -0.13; C -0.10; C 0.02; H 0.15; H 0.14; H 0.13; H 0.13; H 0.14

Record 2
ORCA calculation (ωB97M-V with the def2-TZVPD basis set) on a molecular structure, C14H21FN4O3PSc.

Values from the calculation:
HOMO energy ... -7.2 eV
E ... -59675.0310 eV
2S+1 ... 1
ΔE to the lowest compared entry with this formula, charge and spin ... 24.7 kcal/mol
Gap between HOMO and LUMO ... 0.2468 hartree

Geometry as XYZ:
```
45
Properties=species:S:1:pos:R:3:forces:R:3
Sc 0.010 0.144 0.470 0.1 -0.2 0.2
C 3.048 -1.057 -0.583 0.0 0.0 0.0
N 2.144 0.092 -0.563 0.0 0.0 0.0
C 2.629 1.288 -0.705 -0.1 -0.1 0.0
C 1.789 2.420 -0.545 0.0 -0.3 0.0
C 1.992 3.782 -0.767 0.0 0.0 0.0
C 0.780 4.406 -0.463 0.0 0.0 0.0
C -0.097 3.393 -0.064 0.0 0.0 0.0
N 0.501 2.194 -0.111 -0.1 0.1 -0.1
C 4.438 -0.803 -0.058 0.0 0.0 0.0
C 5.533 -0.719 -0.910 0.0 0.0 0.0
C 6.801 -0.454 -0.406 0.0 0.0 0.0
C 6.976 -0.266 0.956 0.0 0.0 0.0
C 5.884 -0.343 1.812 0.0 0.0 0.0
C 4.621 -0.610 1.309 0.0 0.0 0.0
H 3.146 -1.448 -1.612 0.0 0.1 0.0
H 2.577 -1.827 0.035 0.0 -0.1 0.0
H 3.685 1.449 -0.923 0.0 0.0 0.0
H 2.906 4.247 -1.106 0.0 0.0 0.0
H 0.559 5.460 -0.516 0.0 0.0 0.0
H -1.123 3.480 0.261 0.0 0.0 0.0
H 5.394 -0.858 -1.977 0.0 0.0 0.0
H 7.647 -0.390 -1.078 0.0 0.0 0.0
H 7.962 -0.057 1.352 0.0 0.0 0.0
H 6.017 -0.192 2.875 0.0 0.0 0.0
H 3.760 -0.652 1.968 0.0 0.0 0.0
O -1.870 0.256 0.672 -0.6 -0.1 0.0
N 0.872 -2.694 -2.639 0.1 0.0 0.0
C -0.308 -3.476 -2.142 0.0 0.0 -0.1
P -1.045 -2.207 -1.004 -0.1 0.2 -0.2
O -0.978 -0.992 -1.893 0.0 0.0 0.0
O -0.126 -2.156 0.191 0.0 0.2 0.0
C -2.678 -2.884 -0.624 0.0 0.0 -0.1
N -3.344 -2.214 0.481 0.0 -0.1 0.0
H 0.481 -1.743 -2.840 0.0 0.0 0.1
H 1.351 -3.096 -3.441 0.0 0.0 0.0
H 1.543 -2.556 -1.876 0.0 0.0 0.0
H 0.023 -4.397 -1.670 0.1 0.0 0.0
H -0.955 -3.678 -2.994 0.0 0.0 0.0
H -2.499 -3.962 -0.472 0.0 0.0 0.0
H -3.280 -2.775 -1.531 0.0 0.0 0.0
H -4.150 -2.747 0.778 0.0 0.0 0.0
H -2.783 0.005 0.465 0.6 0.2 0.1
H -2.718 -2.118 1.274 0.0 0.1 0.0
F 0.860 -0.113 2.132 0.0 0.1 0.0
```
Positions in Å, forces in eV/Å.

Listed below, in e, are the Löwdin charges computed for each atom: Sc 0.97; C -0.20; N -0.04; C -0.08; C -0.33; C -0.05; C -0.10; C -0.15; N -0.05; C -0.24; C -0.06; C -0.09; C -0.09; C -0.07; C -0.02; H 0.10; H 0.11; H 0.14; H 0.10; H 0.08; H 0.11; H 0.11; H 0.10; H 0.10; H 0.11; H 0.12; O -0.36; N 0.12; C -0.18; P 0.40; O -0.35; O -0.36; C -0.33; N -0.03; H 0.13; H 0.16; H 0.11; H 0.11; H 0.11; H 0.09; H 0.10; H 0.08; H -0.01; H 0.07; F -0.43

Record 3
ORCA calculation (ωB97M-V with the def2-TZVPD basis set) on a single C14H21N3S molecule.

Values from the calculation:
HOMO energy ... -8.0 eV
E ... -30165.5207 eV
2S+1 ... 1
ΔE to the lowest compared entry with this formula, charge and spin ... 0.0 kcal/mol
Gap between HOMO and LUMO ... 0.3219 hartree

Geometry as XYZ:
```
39
Properties=species:S:1:pos:R:3:forces:R:3
S -0.624 -2.795 0.346 -0.5 -0.7 0.3
C 0.240 -1.460 -0.121 0.2 -0.1 -0.1
N -0.332 -0.400 -0.733 0.6 0.2 0.1
C -1.763 -0.287 -0.874 -0.4 0.0 0.1
C -2.432 0.255 0.400 0.1 -0.2 -0.2
C -3.923 0.231 0.244 0.1 -0.2 0.1
C -4.633 -0.958 0.389 -0.1 0.1 0.0
C -6.004 -0.939 0.206 0.0 0.1 0.0
C -6.619 0.262 -0.116 0.0 0.0 0.0
C -5.822 1.389 -0.240 -0.4 0.0 -0.1
N -4.511 1.377 -0.068 0.3 0.3 -0.1
N 1.576 -1.455 0.074 0.2 0.1 -0.1
C 2.523 -0.399 -0.214 0.0 0.1 0.3
C 3.909 -1.009 -0.421 -0.1 0.2 -0.4
C 4.929 0.080 -0.743 0.1 -0.1 0.3
C 4.975 1.119 0.373 -0.1 0.2 -0.3
C 3.593 1.727 0.594 0.1 -0.1 0.3
C 2.576 0.637 0.919 0.0 0.2 -0.4
H 0.191 0.459 -0.787 0.0 -0.1 -0.1
H -1.977 0.370 -1.720 0.0 0.0 0.0
H -2.150 -1.286 -1.087 0.0 0.2 -0.1
H -2.106 1.280 0.583 0.0 0.0 0.0
H -2.136 -0.380 1.236 0.1 0.0 0.0
H -4.114 -1.870 0.643 0.1 -0.1 0.0
H -6.586 -1.844 0.313 0.0 -0.1 0.0
H -7.685 0.322 -0.266 -0.1 0.0 0.0
H -6.248 2.352 -0.489 -0.1 0.0 0.0
H 1.925 -2.264 0.567 -0.2 0.0 -0.1
H 2.221 0.094 -1.147 0.1 0.0 0.0
H 4.210 -1.530 0.491 0.0 -0.1 0.1
H 3.868 -1.739 -1.231 0.0 -0.1 0.1
H 4.655 0.567 -1.682 0.0 0.0 -0.1
H 5.914 -0.369 -0.876 0.0 0.0 -0.1
H 5.313 0.644 1.297 0.1 0.0 0.1
H 5.689 1.904 0.120 0.1 0.0 0.1
H 3.282 2.258 -0.309 0.0 0.1 0.0
H 3.629 2.450 1.410 0.0 0.1 -0.1
H 2.861 0.131 1.844 0.0 -0.1 0.0
H 1.588 1.076 1.075 0.0 -0.1 0.1
```
Positions in Å, forces in eV/Å.

Listed below, in e, are the Löwdin charges computed for each atom: S 0.62; C -0.87; N 0.00; C -0.23; C -0.14; C -0.31; C -0.02; C -0.07; C -0.07; C -0.15; N 0.11; N 0.01; C -0.34; C -0.15; C -0.20; C -0.21; C -0.20; C -0.15; H 0.12; H 0.13; H 0.08; H 0.11; H 0.10; H 0.11; H 0.11; H 0.10; H 0.10; H 0.11; H 0.15; H 0.12; H 0.12; H 0.12; H 0.11; H 0.11; H 0.11; H 0.11; H 0.11; H 0.12; H 0.11